Run i
Below is C4H5N3O as an isolated structure, with properties calculated with ωB97M-V/def2-TZVPD.

ORCA input file:
```
! wB97M-V def2-TZVPD RIJCOSX def2/J DEFGRID3
* xyz 0 1
C 0.780 1.352 0.690
C -0.508 -1.085 -1.282
C -0.422 -1.219 0.385
C 0.219 0.163 0.374
H 0.408 1.755 2.831
H 0.178 -1.680 -1.901
H -1.653 -1.362 -1.664
H -1.379 -1.280 0.813
H -0.014 -2.179 0.888
N 0.941 2.005 -0.575
N 0.193 1.364 -1.437
N -0.142 0.189 -0.931
O 1.399 1.977 1.808
*
```

Output
HOMO level (Ha): -0.334
LUMO (Eh): -0.02733
Frontier orbital gap (eV): 8.34

Run ii
Below is one molecule with the formula C4H5N3O, with properties calculated with ωB97M-V/def2-TZVPD.

ORCA input file:
```
! wB97M-V def2-TZVPD RIJCOSX def2/J DEFGRID3
* xyz 0 1
C -1.926 0.042 0.179
N -1.351 1.169 0.088
N -0.099 0.643 -0.505
C 1.101 1.269 0.105
C 2.026 -0.137 0.110
N 1.168 -1.282 0.163
C 0.041 -0.787 -0.235
O -1.309 -1.130 -0.060
H -2.981 -0.163 0.559
H 1.674 1.997 -0.509
H 0.765 1.481 1.122
H 2.829 -0.197 -0.781
H 2.701 -0.107 0.918
*
```

Output
HOMO level (Ha): -0.334
LUMO (Eh): 0.03634
Frontier orbital gap (eV): 10.09
Structure (SMILES): C1=NN2CCN=C2O1

Run iii
Below is one molecule with the formula C4H5N3O, with properties calculated with ωB97M-V/def2-TZVPD.

ORCA input file:
```
! wB97M-V def2-TZVPD RIJCOSX def2/J DEFGRID3
* xyz 0 1
H -3.290 0.958 0.132
N -2.421 0.479 -0.059
C -1.397 1.147 0.124
N -0.087 0.304 -0.196
N -0.255 -1.050 -0.025
C 1.038 -1.528 0.005
C 1.920 -0.520 0.064
C 1.183 0.743 0.003
O 1.545 1.894 0.063
H -1.326 2.224 0.338
H -1.006 -1.392 -0.631
H 1.079 -2.534 0.038
H 3.018 -0.726 0.144
*
```

Output
HOMO level (Ha): -0.318
LUMO (Eh): 0.03271
Frontier orbital gap (eV): 9.54
Structure (SMILES): [H]/N=C/n1[nH]ccc1=O

Run iv
Below is C4H5N3O as an isolated structure, with properties calculated with ωB97M-V/def2-TZVPD.

ORCA input file:
```
! wB97M-V def2-TZVPD RIJCOSX def2/J DEFGRID3
* xyz 0 1
C 1.349 -0.051 1.230
C 1.544 1.131 0.241
C -0.079 0.174 -0.442
C -1.353 -0.215 -1.088
H -1.373 -0.930 1.681
H 1.394 0.274 2.342
H 1.981 -0.982 1.094
H 1.101 2.174 0.501
H 2.798 1.592 0.105
N -0.040 -0.220 0.862
N 0.853 0.865 -0.933
N -2.105 -0.361 -2.063
O -0.703 -1.294 1.195
*
```

Output
HOMO level (Ha): -0.349
LUMO (Eh): 0.00768
Frontier orbital gap (eV): 9.70

Relative calculated energies, zero for the most stable structure, unit kcal/mol: run i 115.5; run ii 26.4; run iii 0.0; run iv 73.9.